No. 1
ORCA calculation (ωB97M-V/def2-TZVPD) on a single C4H6O2 molecule at a distorted geometry.

Atoms and positions in Å:
O (-0.26772, -0.71692, -1.51066)
C (0.84719, -0.76400, -0.65022)
H (-0.97283, 1.02466, 1.26332)
H (-2.31207, 0.45366, 0.25076)
H (-0.71203, -1.46133, 0.52970)
H (1.42926, 1.37033, -0.22573)
C (1.52921, 0.31913, 0.08658)
C (-0.52951, -0.61202, -0.12034)
H (-1.06289, 1.47296, -0.46349)
H (1.30318, -1.75230, -0.58268)
C (-1.23902, 0.67080, 0.26228)
O (1.98724, -0.00498, 1.16046)

Forces on the atoms, in the same order (eV/Å):
0.029 0.017 -0.066
0.185 -0.069 0.445
-0.005 -0.130 -0.099
0.119 0.093 0.064
-0.981 -0.442 -0.608
0.139 0.010 -0.095
0.317 0.115 0.187
-0.398 -0.072 0.208
0.101 -0.241 0.156
-0.026 0.265 0.231
0.011 -0.050 0.050
0.510 0.503 -0.473

Results
charge: 0
SMILES: C[C@H]1O[C@H]1C=O
E_HOMO: -10.03 eV
frontier orbital gap: 11.036 eV
F_max: 0.0240 hartree/bohr
relative energy (zero: lowest compared OMol25 entry of this formula, charge and spin): 2.841 eV

No. 2
ORCA calculation (ωB97M-V/def2-TZVPD) on a single C4H6O2 molecule.

Atoms and positions in Å:
O (1.71064, 0.44682, 1.36897)
H (-0.47123, 1.87757, -0.38860)
O (0.97742, -1.47227, -0.80891)
H (-0.86967, 1.00909, 1.12954)
H (1.71895, 0.91166, -0.59420)
C (-0.38727, 0.93378, 0.15127)
C (-1.05370, -0.22393, -0.67208)
H (-2.07753, -0.46144, -0.35088)
H (-0.21078, -1.52461, 0.83833)
C (1.15210, 0.73057, 0.33911)
H (-1.05027, -0.05911, -1.75333)
C (-0.05832, -1.24225, -0.22472)

Forces on the atoms, in the same order (eV/Å):
-0.557 0.411 -0.429
-0.228 0.064 0.103
-0.733 -0.635 0.013
0.206 0.079 -0.104
0.047 -0.033 0.125
0.139 0.323 0.218
0.261 -0.035 -0.021
0.367 0.283 0.088
0.082 -0.498 -0.213
-0.115 0.508 0.253
0.234 0.004 0.234
0.297 -0.470 -0.268

Results
charge: 0
SMILES: O=CCCC=O
E_HOMO: -9.74 eV
frontier orbital gap: 10.538 eV
F_max: 0.0189 hartree/bohr
relative energy (zero: lowest compared OMol25 entry of this formula, charge and spin): 1.787 eV

No. 3
ORCA calculation (ωB97M-V/def2-TZVPD) on a single C4H6O2 molecule.

Atoms and positions in Å:
O (-1.14520, 0.52260, 1.45024)
H (1.27739, -0.57975, -1.51757)
H (-0.27229, -1.43740, -1.47398)
C (-1.17954, -0.70006, 0.93198)
C (0.24803, 0.79208, 1.11611)
C (0.26162, -0.56658, 0.41037)
C (0.25981, -0.54242, -1.12356)
H (0.82939, 0.88799, 2.03493)
H (0.96605, -1.31670, 0.78595)
H (0.33713, 1.68132, 0.48946)
H (-1.26428, 0.62331, -1.45513)
O (-0.31810, 0.63560, -1.64879)

Forces on the atoms, in the same order (eV/Å):
-0.174 -0.194 0.023
-0.065 0.036 0.078
0.105 0.090 0.017
0.184 0.279 0.037
0.201 0.137 0.037
-0.048 -0.087 -0.042
0.188 -0.203 0.043
-0.011 -0.027 -0.146
-0.179 0.065 -0.064
-0.012 -0.128 0.106
0.079 0.025 -0.105
-0.268 0.008 0.014

Results
charge: 0
E_HOMO: -8.80 eV
frontier orbital gap: 9.427 eV
F_max: 0.0065 hartree/bohr
relative energy (zero: lowest compared OMol25 entry of this formula, charge and spin): 4.038 eV

No. 4
ORCA calculation (ωB97M-V/def2-TZVPD) on C4H6O2 as an isolated structure.

Atoms and positions in Å:
H (-2.41927, -0.08710, -1.30049)
H (-2.19842, -1.59489, 1.23548)
H (1.80290, 0.70577, -0.86233)
C (-1.91060, 0.17054, -0.36751)
C (-0.32805, -0.74115, 0.32514)
O (-0.46900, 0.29159, -0.58937)
C (-1.61669, -0.94513, 0.60110)
H (0.66179, -1.09216, 0.60038)
H (-2.30533, 1.10269, 0.04648)
O (2.76908, -0.09678, 0.72519)
C (2.64449, 0.72895, -0.14784)
H (3.36910, 1.55767, -0.26624)

Forces on the atoms, in the same order (eV/Å):
0.071 0.020 0.119
0.114 0.092 -0.098
0.090 -0.021 0.082
-0.332 0.123 -0.090
0.077 -0.188 0.188
0.050 0.049 -0.046
0.074 -0.016 0.014
-0.215 0.005 -0.020
0.046 -0.130 -0.046
-0.018 0.381 -0.402
0.072 -0.220 0.248
-0.029 -0.095 0.051

Results
charge: 0
E_HOMO: -8.98 eV
frontier orbital gap: 9.915 eV
F_max: 0.0108 hartree/bohr
relative energy (zero: lowest compared OMol25 entry of this formula, charge and spin): 3.359 eV